Entry from the Open Molecules 2025 dataset: C5H10O in the gas phase (the ωB97M-V functional and the def2-TZVPD basis).

ΔE to the lowest compared entry with this formula, charge and spin: 441.98 kJ/mol

Geometry as ORCA input:
```
! RIJCOSX wB97M-V def2-TZVPD def2/J DEFGRID3
* xyz 0 1
O -1.469 0.659 0.185
C -0.943 0.017 -1.152
C -0.236 -1.220 -0.667
C 0.809 -0.867 0.421
C 1.143 0.613 0.271
C -0.160 1.424 0.406
H -1.745 -0.009 0.871
H -1.839 -0.190 -1.730
H -0.881 -2.036 -0.279
H 0.266 -1.606 -1.560
H 1.706 -1.495 0.362
H 0.397 -1.027 1.430
H 1.845 0.941 1.052
H 1.614 0.777 -0.705
H -0.293 1.786 1.424
H -0.216 2.230 -0.328
*
```

Entry from the Open Molecules 2025 dataset: a 2-piece molecular cluster, CIN4 overall (the ωB97M-V functional and the def2-TZVPD basis).

ΔE to the lowest compared entry with this formula, charge and spin: 278.67 kJ/mol

Geometry as ORCA input:
```
! RIJCOSX wB97M-V def2-TZVPD def2/J DEFGRID3
* xyz -1 1
C -0.130 0.054 0.272
N 0.581 -0.916 -0.255
N -0.501 1.065 -0.476
N 0.674 -0.471 -1.484
N 0.037 0.694 -1.614
I -0.661 -0.426 3.557
*
```

no.,strongest force on any atom (eV/A)
1,1.015
2,2.188